Entry 1:
Formula: C50H41ClI2N4O3PdTe
Source: the Open Molecules 2025 dataset
Level of theory: ωB97M-V/def2-TZVPD

The HOMO-LUMO gap (spin up / spin down) comes out at 0.2267 / 0.1454 Ha. The maximum force comes out at 2.0 eV/Å. For the HOMO energy (spin up / spin down), the calculation gives -0.3446 / -0.3430 hartree. Its net charge is +1. The spin multiplicity is 6.

```
103
C50H41ClI2N4O3PdTe (ωB97M-V/def2-TZVPD)
I -1.705 -3.349 -6.184
I 3.191 -2.285 -2.807
Te -2.959 2.472 -1.035
Pd -0.064 -0.132 0.401
Cl -0.663 -5.322 5.461
O 1.096 -0.594 -1.401
O -0.244 -2.419 0.444
O -1.507 0.036 2.127
N 1.684 -0.861 1.629
N 1.159 1.774 1.416
N -1.676 1.503 0.456
N -1.669 -0.696 -1.366
C -3.690 5.596 -0.325
C -3.324 1.561 2.235
C -1.635 -1.846 -3.492
C -1.204 -4.123 1.714
C -3.032 -1.681 -3.565
C -1.787 3.283 -4.232
C -4.608 1.462 1.714
C 2.456 1.399 1.487
C 0.857 3.041 1.542
C -5.390 3.792 -5.269
C -0.984 -1.266 -2.367
C -0.297 4.078 -1.212
C 1.538 -1.694 2.600
C -6.149 4.229 -6.483
C 3.513 2.341 1.588
C -5.675 2.010 2.404
C -5.465 2.655 3.612
C -1.670 4.173 -0.976
C 0.510 -2.731 -4.229
C 4.068 -0.408 1.597
C -0.297 -3.028 1.550
C 0.549 -2.716 2.683
C -3.116 2.208 3.447
C -0.846 -2.556 -4.428
C -3.707 -1.094 -2.525
C -3.278 3.355 -4.167
C 0.374 2.821 -1.677
C -5.351 2.932 -3.000
C -2.130 0.975 1.554
C 3.153 3.699 1.685
C 0.462 -1.283 -2.247
C -2.230 5.388 -0.578
C -4.003 3.759 -5.279
C -2.982 -0.644 -1.415
C -6.046 3.370 -4.120
C 0.410 -3.431 3.881
C 0.842 7.613 -0.395
C 4.844 1.874 1.626
C -0.039 6.422 -0.620
C -3.961 3.001 -3.010
C -6.116 2.394 -1.827
C 0.492 5.208 -1.039
C 1.827 4.043 1.702
C 2.752 0.009 1.556
C -0.501 -4.461 3.984
C 5.105 0.530 1.610
C -4.186 2.752 4.133
C 1.139 -2.120 -3.162
C -1.402 6.490 -0.400
C -1.297 -4.818 2.884
H -2.111 2.270 3.841
H -6.674 1.913 2.009
H -0.264 1.946 -1.527
H -6.302 3.058 4.157
H -0.192 3.299 1.511
H -1.997 -5.634 2.981
H -1.439 2.398 -3.700
H 1.521 7.755 -1.233
H -1.353 4.169 -3.769
H -6.133 3.115 -1.009
H 0.634 2.900 -2.732
H -5.778 3.720 -7.371
H -7.211 4.018 -6.377
H -4.023 3.238 5.084
H -6.020 5.301 -6.636
H 2.228 -1.624 3.449
H 1.511 5.068 1.806
H -1.858 7.415 -0.076
H -5.655 1.472 -1.466
H -3.467 4.035 -6.176
H -7.126 3.362 -4.094
H -4.779 -0.990 -2.555
H 5.649 2.587 1.699
H -3.572 -2.037 -4.428
H 0.245 8.514 -0.274
H -7.142 2.180 -2.122
H 1.439 7.464 0.507
H -4.099 6.291 -1.057
H 6.123 0.179 1.655
H 4.290 -1.463 1.612
H -4.795 0.914 0.796
H -1.452 3.231 -5.266
H -3.831 6.027 0.664
H -1.809 -4.381 0.858
H -3.492 -0.294 -0.527
H 1.305 2.671 -1.134
H 3.925 4.450 1.755
H 1.086 -3.332 -4.916
H 1.550 5.133 -1.235
H 1.014 -3.163 4.737
H -4.249 4.660 -0.385
```



Entry 2:
Formula: C50H44ClN3O30P
Source: the Open Molecules 2025 dataset
Level of theory: ωB97M-V/def2-TZVPD

The HOMO-LUMO gap comes out at 0.2625 Ha. The maximum force comes out at 3.2 eV/Å. For the HOMO energy, the calculation gives -0.3998 hartree. Its net charge is +1.

```
129
C50H44ClN3O30P (ωB97M-V/def2-TZVPD)
Cl 0.766 3.559 -0.486
P -1.533 -0.709 0.512
O -1.162 -6.562 0.644
O -5.046 0.425 11.829
O -4.257 -4.691 10.723
O -1.501 -7.325 -8.049
O -0.973 -4.409 3.403
O 6.488 6.864 -7.881
O -6.182 7.234 -2.411
O -0.905 -4.995 -3.333
O 7.896 9.096 -3.004
O -0.201 -5.755 5.636
O -1.066 -2.089 8.444
O 8.947 7.909 -7.423
O 0.858 6.424 -6.816
O -7.045 4.895 -1.351
O -1.698 5.843 -2.454
O -3.045 -0.196 10.108
O 0.722 -4.194 -5.347
O 0.839 -6.306 2.468
O -6.313 -4.064 12.376
O 5.466 7.971 -3.434
O 3.371 5.690 -6.109
O 0.596 -2.446 -2.604
O -3.185 -8.062 -6.058
O -2.574 3.473 -1.476
O 1.879 1.866 -3.828
O -1.916 -0.780 6.223
O 2.093 -8.198 -2.316
O -0.620 2.554 -4.609
O 4.070 -8.025 -0.470
O -1.467 -1.099 1.967
N 0.805 0.924 0.473
N 2.530 -1.469 0.128
N 0.348 -0.311 -1.563
C -4.896 -0.758 11.578
C 2.469 4.964 -5.739
C -5.537 -3.087 11.860
C -1.036 -2.705 7.240
C -0.074 3.501 2.424
C 6.788 7.383 -6.671
C 0.245 -0.373 -0.083
C -0.206 -5.152 -5.568
C 1.136 -1.560 0.572
C 0.402 -7.393 -0.890
C 2.257 1.111 0.141
C -2.241 -7.127 -5.833
C 2.816 -7.644 -0.155
C 3.162 -0.177 0.454
C -1.024 -3.812 4.616
C -5.334 6.393 -2.190
C -0.575 -4.609 5.795
C -5.739 5.074 -1.615
C 1.686 2.982 -4.570
C -3.017 5.657 -2.215
C 0.279 3.303 -4.954
C -3.912 6.617 -2.459
C -3.426 4.330 -1.667
C -2.102 -6.549 -4.635
C 6.244 7.960 -4.373
C 2.516 -7.166 1.058
C 0.102 -6.920 0.322
C -1.356 -6.764 -6.981
C -0.341 -5.730 -6.764
C -3.593 -2.462 10.358
C 0.268 -1.460 -2.084
C -0.907 2.562 1.450
C 8.497 8.543 -5.201
C -0.601 -3.962 7.110
C -3.807 -1.177 10.647
C 1.058 5.300 -6.101
C 1.776 -7.777 -1.220
C -1.511 -1.918 6.061
C -4.839 4.112 -1.375
C 5.898 7.389 -5.675
C -4.430 -3.508 10.949
C -1.461 -2.557 4.747
C 2.705 3.760 -4.940
C 8.159 7.950 -6.496
C -1.074 -5.535 -4.415
C 1.148 -6.761 1.379
C 7.606 8.552 -4.206
C -0.089 2.094 0.146
C 0.039 4.516 -5.732
C -5.749 -1.800 12.152
H -2.735 -6.805 -3.796
H 9.486 8.966 -5.092
H -0.624 -5.310 3.564
H 0.617 -3.942 -4.410
H -3.078 -8.322 -6.994
H -7.483 5.729 -1.612
H -1.318 1.693 2.043
H -2.105 -1.696 -0.354
H 0.755 0.804 1.506
H -0.257 -4.543 7.955
H 4.064 -0.086 -0.233
H -2.326 0.468 0.380
H 1.745 6.808 -6.956
H 0.679 -2.572 0.375
H -0.085 4.566 2.071
H -0.344 -7.510 -1.664
H -3.628 7.581 -2.858
H 7.093 8.975 -2.462
H 0.970 3.079 2.498
H 3.728 3.537 -4.669
H -0.549 3.400 3.451
H -1.792 -1.975 3.896
H 3.259 -7.063 1.836
H 7.294 6.979 -8.422
H -3.399 0.639 10.473
H 0.988 1.485 -3.699
H -1.120 -6.253 1.568
H 4.026 -8.329 -1.398
H 4.902 6.979 -5.788
H 2.407 1.333 -0.961
H -0.890 1.844 -0.619
H -6.545 -1.482 12.811
H -1.420 -1.194 8.271
H 1.087 -1.398 1.694
H -1.813 3.108 1.030
H 2.656 -1.736 -0.850
H -5.119 3.153 -0.961
H 2.674 1.943 0.791
H -0.986 4.746 -5.988
H -5.956 -4.899 12.016
H -2.806 -2.776 9.687
H 3.568 -0.118 1.508
H -1.265 5.005 -2.199
H 0.282 -5.463 -7.607
```



Entry 3:
Formula: C50H44FMnN2O5P2SSi
Source: the Open Molecules 2025 dataset
Level of theory: ωB97M-V/def2-TZVPD

The HOMO-LUMO gap (spin up / spin down) comes out at 0.2365 / 0.2570 Ha. The maximum force comes out at 0.7 eV/Å. For the HOMO energy (spin up / spin down), the calculation gives -0.1518 / -0.1724 hartree. Its net charge is -1. The spin multiplicity is 6. The energy above the lowest of the compared OMol25 structures with the same formula, charge and spin is 0.000 eV.

```
107
C50H44FMnN2O5P2SSi (ωB97M-V/def2-TZVPD)
Mn -0.741 -0.276 -1.077
S -0.961 -2.558 -2.881
P -0.527 2.064 2.240
P 2.370 -0.280 2.456
Si -0.728 -1.066 1.485
F 4.881 0.063 -3.955
O -4.711 -0.157 -2.428
O -2.751 -0.775 -1.550
O -5.721 1.953 -3.437
O -1.197 -1.859 -4.171
O -5.062 4.029 -3.861
N -1.745 1.645 -1.814
N -1.457 2.912 -2.115
C 1.135 -0.657 3.759
C -2.170 1.467 1.651
C -4.503 1.789 1.110
C -3.505 2.613 -2.822
C -0.419 2.718 4.867
C 1.440 -0.601 5.118
C -0.950 3.162 3.654
C -2.980 1.438 -2.245
C -0.850 -1.059 5.664
C 3.657 -0.026 -3.363
C 0.460 -3.622 -3.125
C 4.378 -4.349 1.563
C -3.543 0.059 -2.068
C -2.483 3.533 -2.709
C 2.308 -0.602 -1.490
C 1.498 4.500 -1.135
C 0.989 2.472 0.044
C 2.542 0.375 -4.069
C -3.253 2.308 1.415
C -1.730 4.321 3.668
C 1.649 3.125 -0.986
C -2.228 -3.818 -2.750
C 4.280 2.771 4.346
C -1.148 -1.131 4.311
C 0.682 5.201 -0.253
C 1.299 0.271 -3.449
C 3.412 1.991 3.597
C 2.675 -3.101 2.721
C 5.646 0.841 4.759
C -4.829 2.924 -3.422
C -2.312 0.062 1.558
C 0.452 -0.800 6.072
C 4.282 -1.958 1.357
C 0.137 3.156 0.919
C 5.403 2.196 4.927
C 4.766 0.057 4.023
C -1.957 5.014 4.847
C -0.651 3.405 6.052
C -0.173 -0.928 3.330
C 3.569 -0.521 -2.080
C 1.128 -0.211 -2.142
C -4.675 0.413 1.076
C 0.007 4.536 0.765
C -3.595 -0.429 1.296
C 3.271 -4.314 2.396
C 3.175 -1.907 2.208
C 4.887 -3.164 1.046
C -1.417 4.558 6.043
C -1.423 -2.849 1.437
C 3.637 0.622 3.436
H 2.543 2.443 3.128
H 6.522 0.387 5.207
H 0.606 -4.236 -2.235
H -2.564 5.911 4.832
H 0.697 -0.745 7.126
H 2.652 0.747 -5.081
H 5.746 -3.181 0.387
H -0.232 3.032 6.978
H -2.183 4.691 2.759
H -0.593 -3.555 1.335
H 0.567 6.273 -0.357
H 2.864 -5.234 2.798
H -2.441 4.563 -3.018
H 2.251 -0.989 -0.475
H -3.128 3.383 1.445
H 2.278 2.553 -1.659
H 4.959 -1.003 3.908
H 4.840 -5.295 1.310
H 4.467 -0.840 -1.565
H 0.179 1.813 4.879
H -3.747 -1.499 1.213
H -0.612 5.110 1.438
H -2.028 -4.449 -1.883
H 4.084 3.829 4.467
H -2.171 -1.325 4.006
H 0.426 0.563 -4.026
H 1.811 -3.084 3.375
H -5.646 -0.005 0.840
H -2.003 -3.138 2.320
H -1.600 5.100 6.963
H 2.020 5.022 -1.927
H 1.153 1.407 0.189
H 6.087 2.805 5.505
H 1.312 -2.957 -3.256
H 0.308 -4.236 -4.012
H -5.351 1.095 -3.043
H -2.060 -2.969 0.555
H -0.559 3.291 -1.848
H 2.452 -0.387 5.439
H -2.253 -4.401 -3.671
H 4.667 -1.036 0.933
H -5.331 2.454 0.897
H -1.633 -1.200 6.400
H -3.161 -3.275 -2.608
```



Entry 4:
Formula: C50H46Cl4N4O2S7Ti
Source: the Open Molecules 2025 dataset
Level of theory: ωB97M-V/def2-TZVPD

The HOMO-LUMO gap (spin up / spin down) comes out at 0.1742 / 0.2495 Ha. The maximum force comes out at 1.3 eV/Å. For the HOMO energy (spin up / spin down), the calculation gives -0.1704 / -0.2730 hartree. The spin multiplicity is 3. The energy above the lowest of the compared OMol25 structures with the same formula, charge and spin is 0.465 eV.

```
114
C50H46Cl4N4O2S7Ti (ωB97M-V/def2-TZVPD)
Ti 0.439 -0.203 0.678
Cl 0.567 5.469 3.770
Cl 4.749 1.561 0.579
Cl 3.294 6.267 2.731
Cl 5.136 4.532 1.153
S -0.130 -3.541 0.554
S 0.049 3.103 -1.545
S 1.623 -4.308 -1.476
S 1.945 -1.544 -1.781
S -2.542 0.593 -1.912
S 0.807 -0.390 3.134
S -2.368 -0.591 1.299
O 2.111 0.592 0.626
O -0.163 1.496 0.960
N 0.823 -0.765 -1.223
N -0.042 -2.137 0.950
N 1.565 -3.008 -2.348
N 1.194 -4.291 0.042
C 0.660 -5.398 -2.335
C 4.499 -2.097 1.317
C 3.383 -0.742 -5.473
C 3.284 -4.823 -1.352
C -0.893 -0.854 3.617
C -1.719 -2.816 -1.496
C -0.313 -6.215 -4.386
C 5.085 -5.979 -0.263
C -2.214 -5.083 3.576
C 2.651 0.608 -3.145
C 0.193 -5.686 2.300
C 5.792 -6.024 -1.454
C 0.282 -5.182 -3.690
C 3.595 3.850 1.539
C -3.332 -4.236 -2.579
C 4.685 -1.771 -1.436
C -0.530 -7.466 -3.802
C 5.739 -2.135 0.696
C -3.888 0.426 -0.716
C 2.700 4.681 2.320
C 3.369 2.523 1.064
C 2.897 -1.465 -4.393
C 0.586 3.649 0.089
C -3.033 -5.269 -1.699
C -2.076 -5.087 -0.713
C -1.728 3.190 -1.209
C 2.170 1.880 0.955
C 5.228 -5.480 -2.607
C 3.148 1.314 -4.230
C -1.791 -4.309 2.510
C -3.544 0.649 0.759
C 3.831 -5.386 -0.194
C 2.545 -0.773 -3.244
C -2.678 -3.015 -2.480
C -2.551 2.379 -2.197
C -0.116 -7.682 -2.482
C 3.349 -1.911 0.572
C 0.669 3.106 2.531
C 3.980 -4.893 -2.571
C 3.445 -1.750 -0.804
C 3.514 0.639 -5.388
C -0.591 -4.621 1.885
C -1.430 -3.856 -0.626
C 1.454 4.360 2.768
C 5.829 -1.977 -0.679
C -2.012 -0.013 2.985
C 0.806 2.526 1.133
C 0.479 -6.684 -1.746
C -1.437 -6.150 4.012
C -0.240 -6.450 3.379
H -1.880 2.813 -0.201
H 5.768 -5.519 -3.545
H -0.950 -0.727 4.698
H -3.149 -4.852 4.070
H -0.632 -6.040 -5.408
H -0.165 4.347 0.466
H -1.049 -1.910 3.404
H -0.269 -8.652 -2.023
H -4.073 -4.389 -3.354
H -3.591 2.710 -2.172
H -2.025 4.240 -1.247
H 4.415 -2.203 2.391
H -1.770 -6.751 4.850
H -3.133 1.644 0.937
H -1.001 -8.261 -4.365
H 1.118 -5.910 1.789
H 0.362 -7.282 3.721
H 0.416 -4.208 -4.140
H 4.775 -1.638 -2.503
H 0.906 2.333 3.265
H 3.241 2.391 -4.172
H -2.933 -0.082 3.569
H 6.794 -2.002 -1.171
H -1.706 1.030 2.914
H 2.777 -2.538 -4.439
H 0.797 -6.867 -0.726
H 3.899 1.195 -6.234
H 2.400 -1.898 1.090
H -4.258 -0.594 -0.849
H 3.535 -4.495 -3.475
H -1.832 -5.894 -0.036
H 5.521 -6.396 0.637
H 3.298 -5.319 0.744
H -0.387 3.347 2.662
H 6.772 -6.482 -1.491
H 3.657 -1.259 -6.385
H -4.454 0.539 1.354
H -4.692 1.100 -1.017
H -1.174 -1.884 -1.424
H -2.198 2.526 -3.220
H 1.511 4.206 -0.046
H -3.536 -6.224 -1.787
H 2.337 1.110 -2.237
H -2.903 -2.211 -3.171
H 6.638 -2.280 1.284
H -2.385 -3.471 2.159
```